Computed, not measured: 2 unconnected molecules or ions with the total composition CH5N3O, with wB97M-V/def2-TZVPD.

## Properties
E (a.u.): -280.37058
Lowest unoccupied orbital energy (alpha / beta) (Eh): 0.04157 / -0.05112
Gap between HOMO and LUMO (alpha / beta) (eV): 8.065 / 8.283
Spin multiplicity: 3
HOMO level (alpha / beta) (eV): -6.93 / -9.67
Energy above the lowest of the compared OMol25 structures with the same formula, charge and spin (eV): 2.1951
Net charge: 0
Max |F| (eV Å⁻¹): 4.974

Geometry as XYZ:
```
10
Properties=species:S:1:pos:R:3:forces:R:3:lowdin_spin:R:1
C 1.280 0.980 -0.227 0.6744 -1.2749 -2.6493 0.094
N -2.249 -0.081 -0.381 -1.1191 1.6847 -1.9772 0.266
N -1.529 0.786 -0.730 -2.3880 -1.2839 -0.8268 0.667
N -2.251 -0.997 0.573 4.3654 1.3793 -0.6752 0.074
O 0.113 0.833 0.390 0.9340 0.1326 2.6392 0.800
H 1.949 0.955 0.651 0.6594 -0.0205 -0.4703 0.058
H 1.368 1.971 -0.783 0.1423 -1.0980 0.6690 0.017
H 1.453 0.029 -0.987 0.2000 2.3107 1.7107 0.008
H -3.078 -1.370 0.727 -4.4537 -2.0736 0.7777 0.002
H -1.534 -1.059 1.247 0.9854 0.2435 0.8024 0.016
```
Positions in Å, forces in eV/Å.